{"formula": "C28H44BrN3P2Sn", "method": "wB97M-V/def2-TZVPD", "homo_ev": [-13.33, -13.33], "total_charge": 2, "e_tot_ev": -128653.046, "de_lowest_kcal_mol": 58.1, "homo_lumo_gap_ev": [5.61, 5.61], "symbols": ["C", "H", "C", "H", "C", "H", "H", "H", "C", "N", "H", "H", "H", "H", "H", "H", "C", "H", "H", "H", "C", "H", "C", "H", "H", "C", "C", "H", "C", "H", "H", "H", "H", "Sn", "H", "H", "C", "H", "P", "H", "C", "H", "N", "C", "C", "H", "C", "C", "P", "C", "H", "H", "N", "H", "C", "H", "C", "H", "C", "C", "H", "H", "H", "C", "H", "H", "C", "C", "H", "C", "H", "H", "H", "Br", "C", "H", "C", "H", "C"], "xyz": [[-0.115, -3.184, 1.444], [-4.078, 1.492, -4.644], [-0.792, 2.174, -1.062], [-2.062, -3.864, 2.174], [5.314, -1.950, -1.209], [2.035, 4.038, -0.913], [-1.349, 0.782, -2.788], [-2.784, -1.507, 4.178], [-1.684, 1.500, -2.026], [-1.729, 0.036, 3.341], [-5.831, 2.941, -5.719], [-2.663, -3.076, -0.523], [5.737, -2.329, -2.149], [-0.562, -4.840, -0.928], [-1.954, -0.822, 1.427], [3.474, 2.047, -0.192], [0.297, 2.967, -1.564], [-1.037, 3.491, 2.093], [-1.426, 2.051, 5.956], [5.823, 2.089, 0.480], [-3.886, 2.787, -2.897], [-4.148, 4.315, -1.299], [1.027, 3.694, -0.645], [-2.288, -1.539, -1.275], [-3.222, -2.050, 1.548], [-1.635, 1.242, 5.274], [-2.893, 2.145, -2.022], [-3.464, -0.621, 0.538], [-5.391, 3.228, -4.748], [2.371, -1.268, 1.830], [0.017, -2.635, -2.969], [3.020, -2.499, 0.716], [0.589, 2.792, -2.609], [0.393, 0.339, -0.319], [3.344, -1.783, -2.092], [5.908, 0.336, 0.713], [0.404, 4.052, 0.568], [0.573, -4.307, -3.281], [2.991, -0.312, -0.275], [-3.031, 2.680, -1.080], [4.532, -1.507, 1.907], [-2.576, -0.407, 6.478], [-2.297, -0.648, 4.367], [3.928, 1.164, 0.291], [-4.392, 2.409, -4.150], [0.896, -3.615, 1.502], [-2.717, -1.367, 0.849], [-1.382, 1.220, 3.879], [-0.324, -2.456, -0.236], [-0.143, -3.703, -2.725], [5.749, 1.026, -0.928], [4.355, -0.338, -2.239], [-5.858, 4.364, -4.212], [4.467, -2.288, 2.682], [-2.229, 0.003, 5.547], [5.402, -1.766, 1.282], [-2.151, -2.119, -0.354], [-1.135, -4.006, -3.081], [-0.671, 3.318, 1.081], [4.058, -1.140, -1.551], [6.111, -1.362, -0.739], [-0.149, -2.351, 2.155], [-5.811, 5.663, -2.508], [-5.414, 4.743, -2.990], [-1.446, -4.791, 0.786], [5.126, -2.835, -0.590], [5.441, 1.130, 0.117], [-4.450, 3.984, -2.313], [3.668, 1.241, 1.357], [0.033, -3.957, -1.227], [-0.738, -5.014, 2.384], [4.738, -0.558, 2.423], [1.081, -4.224, -0.964], [1.302, 5.220, 1.573], [-1.154, -4.262, 1.704], [-2.082, 1.712, 0.665], [3.202, -1.492, 1.135], [-1.014, 2.054, 3.282], [-1.249, 2.325, 0.310]], "atomic_forces_ev_per_a": [[0.37, 0.67, -0.10], [-0.04, 0.21, 0.06], [-0.67, 1.96, 0.11], [0.23, -0.08, -0.19], [0.33, -0.25, 0.09], [-0.71, 0.39, 0.20], [0.06, 0.78, -0.04], [0.20, -0.11, 0.02], [-1.83, -0.10, -0.89], [-0.48, 1.09, 0.58], [0.34, 0.18, 0.60], [0.09, 0.21, 0.05], [-0.20, 0.13, 0.13], [0.15, 0.63, 0.04], [-0.33, -0.26, -0.22], [0.31, -0.22, 0.11], [-0.87, -2.40, 0.39], [0.17, 0.26, -0.42], [-0.08, -0.15, 0.05], [0.11, -0.15, -0.08], [-1.57, 0.45, -0.20], [-0.12, -0.31, -0.78], [-0.06, 0.73, -0.02], [-0.01, -0.08, 0.06], [0.22, 0.22, -0.21], [-0.37, -0.78, -0.45], [0.61, 0.84, 0.41], [0.15, -0.28, 0.03], [0.47, -0.04, 0.32], [0.26, -0.28, -0.04], [-0.02, -0.50, -0.10], [-0.09, 0.39, 0.12], [0.04, 0.34, 0.50], [0.93, -2.12, 1.98], [0.31, 0.15, -0.03], [-0.16, 0.32, -0.27], [1.02, -2.04, -1.34], [0.00, 0.15, -0.14], [2.60, -1.05, 0.00], [0.25, -0.10, -0.15], [0.25, -0.05, 0.21], [-0.15, -0.12, -0.04], [0.68, 0.33, -0.11], [-0.78, 0.20, 0.09], [-0.42, 0.58, 0.16], [-0.21, 0.25, -0.15], [-0.08, 0.29, 0.08], [-0.27, -0.81, 0.79], [-0.51, -0.78, 0.18], [0.08, 0.05, -0.23], [-0.10, 0.01, 0.20], [-0.22, -0.15, -0.08], [0.22, -0.16, 0.68], [-0.05, 0.29, -0.21], [0.56, 1.36, -0.52], [-0.53, 0.21, 0.29], [0.23, -0.45, -0.50], [0.15, 0.25, 0.17], [-0.98, -0.60, -0.18], [-0.51, 0.26, -0.68], [-0.35, -0.10, -0.11], [-0.08, -0.26, 0.19], [0.16, -0.76, -0.69], [0.63, -0.82, -0.38], [0.02, 0.15, 0.44], [-0.11, 0.27, -0.10], [0.24, 0.22, 0.10], [0.05, -0.39, -0.09], [0.06, 0.16, -0.14], [0.37, -0.17, -0.26], [-0.15, 0.14, -0.09], [-0.12, -0.30, -0.18], [-0.49, 0.25, -0.28], [0.91, 1.71, 1.63], [-0.38, -0.47, 0.37], [0.36, 0.13, 0.01], [-0.75, -0.12, 0.16], [0.13, -0.75, 0.21], [0.48, 1.34, -1.15]], "lowdin_charge": [-0.394, 0.112, -0.577, 0.070, -0.132, 0.120, 0.115, 0.150, -0.097, -0.003, 0.121, 0.095, 0.092, 0.089, -0.010, 0.062, -0.049, 0.106, 0.098, 0.091, -0.188, 0.117, -0.139, 0.063, 0.074, -0.050, 0.003, 0.083, -0.111, 0.071, 0.057, 0.077, 0.145, 1.286, 0.074, 0.061, -0.740, 0.077, 0.795, 0.086, -0.122, 0.122, -0.020, -0.398, 0.003, 0.078, -0.176, -0.149, 0.835, -0.149, 0.080, 0.084, 0.073, 0.094, -0.073, 0.058, -0.399, 0.083, -0.097, -0.377, 0.065, 0.066, 0.126, -0.105, 0.061, 0.076, -0.124, -0.013, 0.089, -0.402, 0.091, 0.079, 0.091, 0.961, -0.129, 0.127, -0.399, 0.065, -0.176]}